# 1
# C37H95N5O12S2

A cluster of 10 separate species, C37H95N5O12S2 in total in a non-equilibrium geometry (wB97M-V/def2-TZVPD, the OMol25 dataset).

- Net charge: 0
- 2S+1: 1
- Highest occupied orbital energy: -8.53 eV
- Largest force on an atom: 3.47 eV Å⁻¹
- Structure (SMILES): O=S1(=O)CCCC1.O=S1(=O)CCCC1.COC[C@H](C)N.COC[C@H](C)N.COC[C@H](C)N.COC[C@H](C)N.COC[C@H](C)N.CC(C)O.CC(C)O.CC(C)O
- LUMO: 0.012 Ha

```
151
C37H95N5O12S2, DFT wB97M-V/def2-TZVPD
O -34.277 -12.146 -39.591
S -33.390 -11.062 -39.212
O -33.831 -9.706 -39.386
C -32.782 -11.457 -37.539
C -31.340 -11.950 -37.707
C -31.164 -12.440 -39.139
C -31.814 -11.414 -40.065
H -33.445 -12.013 -36.886
H -32.645 -10.458 -37.115
H -30.644 -11.140 -37.479
H -31.050 -12.716 -36.986
H -31.518 -13.443 -39.376
H -30.083 -12.425 -39.305
H -32.026 -11.683 -41.093
H -31.120 -10.573 -39.992
O -35.112 -16.036 -30.873
S -35.383 -16.943 -29.754
O -34.594 -18.139 -29.607
C -35.102 -15.960 -28.238
C -36.376 -15.060 -28.109
C -37.475 -15.687 -28.974
C -37.117 -17.097 -29.402
H -34.116 -15.510 -28.242
H -35.258 -16.704 -27.454
H -36.613 -14.727 -27.101
H -36.174 -14.113 -28.617
H -37.485 -15.103 -29.891
H -38.432 -15.513 -28.484
H -37.543 -17.526 -30.310
H -37.153 -17.820 -28.585
C -36.471 -8.638 -32.804
O -36.631 -7.216 -32.911
C -35.502 -6.451 -33.160
C -35.809 -4.949 -33.220
C -36.064 -4.366 -31.794
N -36.861 -4.511 -34.112
H -37.485 -9.024 -32.765
H -35.975 -8.748 -31.837
H -35.923 -9.002 -33.663
H -34.759 -6.575 -32.362
H -35.010 -6.649 -34.119
H -34.888 -4.510 -33.618
H -36.821 -5.037 -31.380
H -36.465 -3.353 -31.740
H -35.151 -4.289 -31.198
H -36.847 -3.567 -34.462
H -37.779 -4.618 -33.697
C -37.383 -14.016 -39.438
O -36.948 -14.834 -38.391
C -35.542 -14.927 -38.300
C -35.152 -16.200 -37.565
C -35.702 -16.124 -36.139
N -33.711 -16.393 -37.544
H -38.436 -14.109 -39.702
H -36.866 -14.183 -40.392
H -37.202 -12.958 -39.220
H -35.052 -14.795 -39.274
H -35.149 -14.037 -37.785
H -35.719 -17.030 -37.996
H -35.581 -15.158 -35.660
H -35.334 -16.920 -35.488
H -36.761 -16.387 -36.206
H -33.102 -16.033 -38.260
H -33.306 -16.239 -36.638
C -37.242 -12.676 -31.072
O -38.474 -13.191 -30.643
C -39.561 -13.090 -31.557
C -39.834 -14.336 -32.379
C -38.744 -14.481 -33.456
N -41.127 -14.147 -33.108
H -36.556 -12.635 -30.224
H -37.262 -11.620 -31.369
H -36.772 -13.233 -31.885
H -40.465 -12.927 -30.951
H -39.547 -12.110 -32.048
H -39.916 -15.259 -31.807
H -37.836 -14.907 -33.012
H -38.363 -13.529 -33.831
H -39.057 -15.173 -34.234
H -40.969 -13.221 -33.514
H -41.865 -13.978 -32.424
C -33.813 -11.077 -31.554
O -34.094 -11.726 -32.800
C -33.087 -12.605 -33.254
C -33.344 -14.056 -32.883
C -32.173 -14.941 -33.358
N -34.582 -14.666 -33.378
H -34.801 -10.855 -31.158
H -33.385 -10.103 -31.810
H -33.196 -11.595 -30.824
H -33.127 -12.661 -34.355
H -32.102 -12.236 -32.963
H -33.387 -14.073 -31.783
H -31.241 -14.365 -33.342
H -32.379 -15.108 -34.411
H -32.178 -15.757 -32.644
H -35.109 -15.120 -32.642
H -35.146 -13.914 -33.769
C -33.534 -9.417 -34.721
O -33.283 -8.992 -36.038
C -33.251 -7.588 -36.272
C -32.828 -7.325 -37.683
C -31.460 -7.822 -38.165
N -32.938 -5.872 -37.898
H -33.457 -8.572 -34.020
H -32.652 -10.014 -34.458
H -34.461 -9.951 -34.541
H -34.269 -7.201 -36.174
H -32.590 -7.115 -35.534
H -33.556 -7.824 -38.331
H -31.377 -7.546 -39.215
H -31.417 -8.912 -38.102
H -30.661 -7.389 -37.561
H -32.364 -5.579 -38.679
H -32.571 -5.328 -37.123
C -33.296 -7.241 -29.998
C -31.951 -8.010 -30.115
C -30.782 -7.056 -29.999
O -31.940 -8.830 -28.938
H -34.145 -7.853 -30.308
H -33.377 -6.390 -30.688
H -33.409 -6.788 -29.015
H -31.988 -8.617 -31.016
H -29.940 -7.453 -29.440
H -31.162 -6.177 -29.466
H -30.475 -6.628 -30.957
H -31.750 -8.345 -28.135
C -30.577 -16.122 -30.077
C -29.456 -17.095 -30.376
C -28.238 -16.968 -29.438
O -29.866 -18.489 -30.262
H -31.504 -16.383 -30.589
H -30.269 -15.104 -30.311
H -30.833 -16.170 -29.011
H -29.179 -17.110 -31.437
H -28.659 -17.151 -28.445
H -27.935 -15.915 -29.490
H -27.414 -17.658 -29.572
H -30.666 -18.494 -29.720
C -32.038 -19.643 -34.212
C -30.983 -18.944 -35.066
C -31.488 -17.666 -35.686
O -29.767 -18.673 -34.340
H -31.625 -20.558 -33.782
H -32.905 -19.883 -34.824
H -32.288 -19.034 -33.339
H -30.702 -19.697 -35.814
H -32.340 -17.962 -36.290
H -30.747 -17.229 -36.351
H -31.789 -17.116 -34.797
H -29.465 -19.487 -33.926
```



# 2
# C40H51MnN2O5PSSb

A structure of composition C40H51MnN2O5PSSb in a non-equilibrium geometry (wB97M-V/def2-TZVPD, the OMol25 dataset).

- Net charge: +1
- 2S+1: 4
- <S²>: 4.076
- Highest occupied orbital energy (alpha / beta): -10.87 / -11.12 eV
- Largest force on an atom: 2.75 eV Å⁻¹
- LUMO (alpha / beta): -0.170 / -0.142 Ha

```
102
C40H51MnN2O5PSSb, DFT wB97M-V/def2-TZVPD
Mn -0.066 0.073 0.255
C -1.814 1.015 5.476
C -0.364 0.700 5.278
C 0.477 0.740 6.387
C 1.827 0.461 6.291
C 2.375 0.119 5.066
C 1.561 0.076 3.951
C 0.204 0.376 4.038
P -0.776 0.251 2.505
C -1.939 1.658 2.535
C -3.287 1.421 2.279
C -4.186 2.470 2.223
C -3.738 3.767 2.404
C -2.394 4.008 2.634
C -1.475 2.967 2.707
C -0.034 3.259 3.007
C -1.692 -1.305 2.750
C -1.883 -1.984 3.949
C -2.509 -3.221 3.932
C -2.903 -3.788 2.733
C -2.690 -3.120 1.538
C -2.083 -1.869 1.531
C -1.850 -1.095 0.281
H -2.144 0.675 6.456
H -2.442 0.551 4.721
H -1.980 2.092 5.430
H 0.051 0.993 7.347
H 2.451 0.506 7.170
H 3.424 -0.118 4.980
H 1.980 -0.190 2.990
H -3.628 0.404 2.155
H -5.231 2.274 2.050
H -4.434 4.589 2.355
H -2.045 5.021 2.761
H 0.240 4.256 2.669
H 0.629 2.526 2.542
H 0.127 3.221 4.085
H -1.535 -1.580 4.886
H -2.665 -3.749 4.860
H -3.362 -4.765 2.728
H -2.985 -3.579 0.609
H -2.714 -0.439 0.106
H -1.800 -1.807 -0.548
O -1.212 4.123 -0.406
S -0.209 3.164 0.012
N -0.672 1.711 -0.068
O 1.207 -1.362 0.353
C 2.111 -0.482 0.435
O 1.765 0.720 0.583
C 3.550 -0.796 0.311
C 3.981 -1.997 -0.249
C 5.328 -2.197 -0.472
C 6.231 -1.202 -0.117
C 5.817 -0.027 0.498
C 4.468 0.181 0.697
N 7.642 -1.402 -0.389
O 8.416 -0.622 0.112
O 7.938 -2.332 -1.102
H 3.258 -2.757 -0.503
H 5.693 -3.107 -0.922
H 6.555 0.703 0.794
H 4.115 1.091 1.160
C 1.368 0.710 -5.116
C 1.498 0.557 -3.612
C 2.601 -0.435 -3.260
C 1.774 1.908 -2.968
Sb -0.418 -0.211 -2.622
C -2.210 1.028 -3.409
C -3.462 0.299 -2.956
C -2.171 2.392 -2.750
C -2.194 1.154 -4.918
C -0.657 -2.382 -3.410
C -0.267 -2.484 -4.873
C 0.263 -3.244 -2.557
C -2.102 -2.834 -3.255
H 2.339 0.967 -5.538
H 0.675 1.507 -5.371
H 1.034 -0.205 -5.595
H 3.579 0.010 -3.451
H 2.526 -1.340 -3.861
H 2.571 -0.714 -2.205
H 2.709 2.316 -3.350
H 1.859 1.824 -1.882
H 0.981 2.618 -3.200
H -3.425 0.085 -1.889
H -3.601 -0.622 -3.512
H -4.330 0.934 -3.139
H -2.226 2.294 -1.666
H -3.034 2.977 -3.074
H -1.279 2.956 -3.018
H -1.997 0.205 -5.410
H -1.463 1.884 -5.252
H -3.178 1.498 -5.240
H 0.792 -2.297 -5.026
H -0.847 -1.801 -5.490
H -0.471 -3.496 -5.225
H 1.309 -3.015 -2.749
H 0.107 -4.293 -2.808
H 0.064 -3.121 -1.491
H -2.714 -2.449 -4.067
H -2.540 -2.531 -2.307
H -2.146 -3.922 -3.306
```



# 3
# C10H20N6OReS2

A structure of composition C10H20N6OReS2 in a non-equilibrium geometry (wB97M-V/def2-TZVPD, the OMol25 dataset).

- Net charge: +4
- 2S+1: 2
- <S²>: 0.766
- Highest occupied orbital energy (alpha / beta): -21.56 / -21.57 eV
- Largest force on an atom: 4.12 eV Å⁻¹
- LUMO (alpha / beta): -0.582 / -0.575 Ha

```
40
C10H20N6OReS2, DFT wB97M-V/def2-TZVPD
Re 0.945 -1.189 0.101
N 1.590 -3.479 -0.952
N 2.937 -3.482 -1.351
C 3.754 -2.454 -1.155
N 5.007 -2.471 -1.517
S 3.187 -0.972 -0.338
H 1.416 -4.284 -0.342
H 0.972 -3.580 -1.766
H 3.302 -4.340 -1.776
H 5.447 -3.249 -2.008
H 5.623 -1.684 -1.334
C -0.269 4.825 0.259
C -0.593 3.853 -0.794
C -1.309 4.189 -1.932
C -1.572 3.221 -2.929
N -1.114 1.984 -2.683
C -0.462 1.656 -1.624
S -0.065 -0.087 -1.594
N -0.172 2.552 -0.656
C -2.288 3.528 -4.154
H -0.636 5.816 -0.002
H 0.810 4.893 0.422
H -0.705 4.553 1.225
H -1.662 5.202 -2.073
H 0.371 2.307 0.171
H -2.696 4.538 -4.155
H -3.093 2.811 -4.352
H -1.616 3.431 -5.017
C -2.500 -2.064 2.767
N -1.259 -2.312 3.446
C -1.357 -2.694 4.818
C -0.096 -2.227 2.847
O 0.087 -1.858 1.641
H -3.120 -1.359 3.327
H -3.087 -2.988 2.705
H -2.327 -1.688 1.759
H -1.988 -3.584 4.914
H -1.866 -1.916 5.401
H -0.387 -2.885 5.274
H 0.791 -2.510 3.429
```



# 4
# C7H13N

The molecule C7H13N in a non-equilibrium geometry (wB97M-V/def2-TZVPD, the OMol25 dataset).

- Net charge: 0
- 2S+1: 1
- Highest occupied orbital energy: -5.83 eV
- Largest force on an atom: 2.87 eV Å⁻¹
- LUMO: -0.078 Ha

```
21
C7H13N, DFT wB97M-V/def2-TZVPD
C 2.206 0.396 -0.717
C 0.900 -0.283 -0.987
C -0.029 -0.124 0.180
C 0.131 -0.850 1.465
C -0.943 1.006 0.165
C -1.696 -0.065 -0.472
C -3.182 0.019 -0.369
N 2.556 -0.190 0.555
H 1.992 1.531 -0.680
H 2.891 0.185 -1.522
H 0.415 0.109 -1.896
H 1.073 -1.400 -1.165
H -0.869 -1.308 1.829
H 0.577 -0.161 2.315
H -0.638 1.907 -0.459
H -1.394 1.335 1.080
H -3.397 1.106 -0.396
H -3.539 -0.469 0.493
H -3.678 -0.445 -1.178
H 3.499 0.047 0.741
H 0.857 -1.699 1.352
```



# 5
# C10H13N2S

The ion C10H13N2S with charge +1 in a non-equilibrium geometry (wB97M-V/def2-TZVPD, the OMol25 dataset).

- Net charge: +1
- 2S+1: 1
- Highest occupied orbital energy (alpha / beta): -11.99 / -11.88 eV
- Largest force on an atom: 5.21 eV Å⁻¹
- LUMO (alpha / beta): -0.145 / -0.162 Ha

```
26
C10H13N2S, DFT wB97M-V/def2-TZVPD
C 2.534 0.479 2.713
C 1.296 0.017 2.794
C 3.036 0.652 1.453
C 0.434 -0.262 1.661
C 2.335 0.289 0.330
C 1.027 -0.178 0.387
C -0.617 0.281 -1.613
C -1.598 1.313 -1.143
C 0.493 -0.581 -0.865
C -1.191 -2.427 -1.620
N -3.595 2.745 -0.713
N -0.862 -1.114 -1.032
S -2.714 2.519 -1.931
H 3.112 0.681 3.564
H 0.835 -0.207 3.768
H 3.982 1.303 1.378
H -0.588 -0.656 1.902
H 2.806 0.479 -0.614
H -0.458 0.318 -2.676
H -1.928 1.044 -0.150
H 1.206 -0.947 -1.504
H -1.398 -3.182 -0.812
H -2.137 -2.245 -2.107
H -0.319 -2.753 -2.279
H -4.243 3.438 -0.764
H -1.447 -1.006 -0.126
```



# 6
# C8H15N4O2

A cluster of 2 separate species, C8H15N4O2 in total in a non-equilibrium geometry (wB97M-V/def2-TZVPD, the OMol25 dataset).

- Net charge: +1
- 2S+1: 1
- Highest occupied orbital energy: -13.01 eV
- Largest force on an atom: 5.35 eV Å⁻¹
- LUMO: -0.128 Ha

```
29
C8H15N4O2, DFT wB97M-V/def2-TZVPD
C -1.367 -0.516 0.381
C -0.259 -0.091 -1.454
C 0.108 2.237 -0.862
C -2.336 -1.312 1.170
C 1.536 -0.934 1.518
C 2.117 1.570 1.350
C -0.992 -2.448 -1.096
C 1.884 0.333 0.808
N -0.831 0.626 0.649
N -0.970 -1.081 -0.782
N -0.019 2.562 -2.133
N -0.188 0.973 -0.501
O 0.243 -0.042 -2.550
O 0.409 3.163 -0.065
H -1.937 -2.412 1.300
H -3.345 -1.532 0.524
H -2.603 -0.987 2.179
H 1.027 -1.616 0.848
H 2.429 -1.378 1.901
H 0.814 -0.805 2.343
H 2.678 2.116 0.658
H 1.790 1.726 2.304
H 0.652 2.841 0.840
H -0.063 -2.595 -1.777
H -0.834 -3.319 -0.409
H -1.898 -2.604 -1.642
H 2.072 0.146 -0.245
H -0.558 1.987 -2.762
H 0.442 3.392 -2.495
```



# 7
# C22H20ILiN2O2Te

A structure of composition C22H20ILiN2O2Te in a non-equilibrium geometry (wB97M-V/def2-TZVPD, the OMol25 dataset).

- Net charge: 0
- 2S+1: 1
- Highest occupied orbital energy (alpha / beta): -7.34 / -7.34 eV
- Largest force on an atom: 4.24 eV Å⁻¹
- LUMO (alpha / beta): -0.004 / -0.004 Ha

```
49
C22H20ILiN2O2Te, DFT wB97M-V/def2-TZVPD
Li -1.000 -0.130 -1.301
C -0.777 0.057 -5.695
C -0.480 1.317 -4.881
N -0.413 2.425 -5.524
C -0.081 3.561 -4.880
C -0.002 3.610 -3.532
C -0.001 4.989 -2.839
O -1.081 5.125 -1.898
C -0.115 2.404 -2.709
C -0.007 2.513 -1.259
N -0.380 1.546 -0.471
C -0.219 1.723 0.911
C 0.905 2.312 1.434
C 1.038 2.622 2.755
C -0.035 2.347 3.663
C -1.177 1.658 3.190
C -1.283 1.431 1.808
I -2.948 0.281 1.107
C -0.317 1.154 -3.455
O -0.246 0.039 -2.955
H -0.605 0.269 -6.719
H -1.783 -0.274 -5.429
H -0.158 -0.733 -5.247
H 0.125 4.472 -5.432
H -0.090 5.769 -3.612
H 0.880 5.279 -2.293
H -1.873 5.215 -2.443
H 0.313 3.412 -0.822
H 1.775 2.512 0.782
H 1.928 3.079 3.219
H 0.003 2.580 4.716
H -2.003 1.504 3.829
C -0.353 -2.475 2.431
Te -0.791 -2.821 0.397
C 0.912 -4.205 0.585
C 0.850 -4.604 2.002
C 1.420 -5.799 2.481
C 1.290 -6.208 3.787
C 0.758 -5.331 4.734
C 0.222 -4.140 4.337
C 0.237 -3.739 2.951
H -1.199 -2.057 2.945
H 0.326 -1.651 2.528
H 1.670 -3.472 0.376
H 0.884 -4.936 -0.250
H 1.880 -6.443 1.708
H 1.606 -7.174 4.089
H 0.646 -5.538 5.776
H -0.252 -3.474 5.103
```



What is the largest force on an atom in the sixth record?
5.35 eV Å⁻¹